The following is a DFT calculation (ωB97M-V/def2-TZVPD) of a structure of composition C33H57F3InN10O5 in a non-equilibrium geometry.

CARTESIAN COORDINATES (ANGSTROEM)
1 C 8.6671 2.2582 -1.9079
2 C 7.9309 1.2940 -2.9672
3 O 8.1084 -0.1268 -2.7207
4 C 6.9734 -0.8975 -3.2121
5 C 7.1810 -1.3233 -4.7835
6 O 6.0077 -1.0852 -5.6002
7 C 4.9611 -2.0819 -5.3665
8 In 3.0938 -0.9663 -4.7103
9 C 1.7797 -2.1998 -3.2784
10 C 1.3939 -1.2232 -2.0399
11 O 0.1232 -1.5607 -1.3918
12 C -0.0463 -0.5292 -0.3582
13 C -1.3605 0.3896 -0.6236
14 F -2.3900 -0.4275 -1.2267
15 F -1.0128 1.4178 -1.5590
16 F -1.8547 0.9179 0.6399
17 O 1.8846 -0.2929 -6.2824
18 C 1.8654 1.1519 -6.3904
19 C 1.1032 1.8989 -5.1613
20 O 1.8239 3.0682 -4.6923
21 C 2.1987 3.0097 -3.2973
22 C 3.8310 3.1743 -3.2322
23 H 8.8156 3.2814 -2.4482
24 H 8.0162 2.4891 -0.9738
25 H 9.7046 1.9025 -1.5665
26 H 6.8021 1.5930 -2.9521
27 H 8.2793 1.4949 -4.0560
28 H 6.8957 -1.9068 -2.6334
29 H 5.9513 -0.3775 -3.0570
30 H 7.4552 -2.4564 -4.8228
31 H 8.1053 -0.7115 -5.1398
32 H 5.2997 -2.7155 -4.4361
33 H 4.8004 -2.8276 -6.2289
34 H 3.6878 0.4256 -3.6909
35 H 2.3452 -3.1516 -2.9574
36 H 0.7903 -2.4178 -3.8379
37 H 1.2686 -0.1528 -2.4852
38 H 2.2694 -1.2406 -1.2909
39 H -0.0701 -0.9581 0.7086
40 H 0.8529 0.2129 -0.3820
41 H 1.2775 1.4030 -7.3695
42 H 2.9219 1.6247 -6.5459
43 H 0.0963 2.2864 -5.6069
44 H 0.8226 1.1255 -4.3621
45 H 1.8696 2.0711 -2.7282
46 H 1.7878 3.9221 -2.6989
47 H 4.1750 4.2572 -3.3989
48 H 4.2747 2.6767 -2.2877
49 H 4.2212 2.5425 -4.1303
50 C -1.0725 0.2172 3.6659
51 C 0.4212 0.0413 3.6041
52 N 1.6216 -0.1000 3.5543
53 H -1.4210 0.0779 4.6914
54 H -1.3437 1.2203 3.3311
55 H -1.5603 -0.5170 3.0216
56 C 3.1409 -6.2291 -4.8117
57 C 4.3987 -5.5088 -4.4063
58 N 5.4168 -4.9315 -4.0782
59 H 2.7044 -6.7316 -3.9460
60 H 2.4171 -5.5167 -5.2126
61 H 3.3699 -6.9727 -5.5774
62 C -4.3721 3.4075 0.5995
63 C -4.5395 4.4605 1.6633
64 N -4.6740 5.3086 2.5163
65 H -3.7858 2.5734 0.9904
66 H -5.3506 3.0385 0.2857
67 H -3.8568 3.8305 -0.2651
68 C -5.2411 3.5057 5.5256
69 C -4.4819 2.2435 5.8361
70 N -3.8724 1.2265 6.0865
71 H -5.5324 3.5172 4.4731
72 H -6.1391 3.5604 6.1442
73 H -4.6139 4.3759 5.7306
74 C -3.9262 -2.0294 6.3724
75 C -3.1717 -3.2949 6.6828
76 N -2.5663 -4.3124 6.9324
77 H -4.2141 -2.0180 5.3192
78 H -4.8261 -1.9733 6.9879
79 H -3.2967 -1.1625 6.5804
80 C -5.8185 -6.0295 4.5395
81 C -6.4777 -4.6779 4.4733
82 N -7.0131 -3.5893 4.4173
83 H -4.8157 -5.9747 4.1110
84 H -5.7444 -6.3558 5.5787
85 H -6.4072 -6.7574 3.9778
86 C -7.3172 6.6359 7.0605
87 C -7.0983 5.2436 7.5887
88 N -6.9222 4.1241 8.0123
89 H -8.2015 7.0749 7.5268
90 H -6.4492 7.2589 7.2853
91 H -7.4629 6.6041 5.9788
92 C -0.6937 2.9160 8.1104
93 C -1.3558 4.2644 8.0415
94 N -1.8950 5.3457 7.9821
95 H 0.3090 2.9711 7.6816
96 H -0.6186 2.5908 9.1499
97 H -1.2810 2.1857 7.5498
98 C 4.8328 -4.8128 -8.7264
99 C 3.5155 -5.4662 -8.4043
100 N 2.4559 -5.9898 -8.1454
101 H 5.0223 -3.9950 -8.0276
102 H 5.6395 -5.5442 -8.6462
103 H 4.8112 -4.4153 -9.7431
104 C -8.8907 -1.0589 3.9362
105 C -9.9966 -0.4869 3.0895
106 N -10.8852 -0.0273 2.4092
107 H -9.0005 -0.7206 4.9686
108 H -8.9302 -2.1490 3.9131
109 H -7.9223 -0.7299 3.5547

Results
HOMO-LUMO gap: 6.048 eV
Energy relative to the best compared isomer or geometry (same formula, charge and spin): 691.3 kJ/mol
Total charge: -1
HOMO: -4.8 eV


The following is a DFT calculation (ωB97M-V/def2-TZVPD) of a structure of composition C33H57ILaN2O2Si in a non-equilibrium geometry.

CARTESIAN COORDINATES (ANGSTROEM)
1 O -1.4580 1.4731 -1.7447
2 O -0.7806 1.2408 -5.5703
3 C -2.9361 1.5063 -1.8054
4 C -3.5414 2.2738 -0.6525
5 H -3.2338 0.4499 -1.7889
6 H -3.2035 1.9253 -2.7799
7 H -3.2294 1.8916 0.3257
8 H -4.6307 2.1821 -0.7041
9 H -3.3003 3.3409 -0.7055
10 C -0.7759 2.7719 -1.8349
11 C -1.3187 3.6358 -2.9512
12 H 0.2993 2.5436 -1.9840
13 H -0.8812 3.2521 -0.8479
14 H -1.3030 3.0997 -3.9056
15 H -0.6984 4.5252 -3.0638
16 H -2.3333 3.9686 -2.7346
17 C 0.4306 1.0050 -6.3295
18 C -1.8842 1.7271 -6.3714
19 C 1.5466 1.9464 -5.9297
20 H 0.2229 1.1123 -7.4131
21 H 0.7474 -0.0357 -6.1507
22 H 1.2514 2.9956 -6.0434
23 H 2.4032 1.7633 -6.5852
24 H 1.8699 1.7673 -4.8984
25 C -1.6866 3.1449 -6.8737
26 H -2.7739 1.6650 -5.7313
27 H -2.0359 1.0464 -7.2330
28 H -1.3653 3.8320 -6.0838
29 H -2.6428 3.5090 -7.2669
30 H -0.9632 3.1737 -7.6937
31 H -1.0967 0.1691 -3.6855
32 N 0.5793 0.4382 1.7097
33 C 1.4709 -0.1151 2.5547
34 C 2.4669 -1.0152 2.1629
35 C 2.8397 -1.3233 0.8542
36 C 1.4774 0.2833 4.0101
37 H 0.4695 0.3502 4.4371
38 H 1.9845 1.2489 4.1631
39 H 2.0369 -0.4688 4.5819
40 C 4.1264 -2.0461 0.5955
41 H 4.7613 -1.5036 -0.1218
42 H 3.9477 -3.0579 0.2074
43 H 4.6779 -2.1346 1.5377
44 N 2.0501 -1.0131 -0.1871
45 C -0.0807 1.6560 2.1063
46 C -1.4097 1.6046 2.5794
47 C -2.1194 0.2953 2.7637
48 C -2.0661 2.8010 2.8678
49 H -3.1015 2.7630 3.2116
50 C -1.4087 4.0255 2.7337
51 H -1.9342 4.9509 2.9584
52 C -0.0751 4.0589 2.3246
53 H 0.4511 5.0116 2.2458
54 C 0.6094 2.8852 2.0229
55 C 2.0592 2.9351 1.6453
56 C 2.4507 -1.2517 -1.5517
57 C 2.1327 -2.4875 -2.1615
58 C 1.4753 -3.5789 -1.3649
59 C 2.4523 -2.6588 -3.5059
60 H 2.2339 -3.6221 -3.9740
61 C 3.0661 -1.6334 -4.2313
62 H 3.3181 -1.7844 -5.2828
63 C 3.3844 -0.4227 -3.6080
64 H 3.8913 0.3702 -4.1615
65 C 3.0893 -0.2141 -2.2658
66 C 3.4067 1.0930 -1.6009
67 La -0.1273 -0.3054 -0.5921
68 H -2.7521 0.0466 1.8942
69 H -2.7927 0.3466 3.6328
70 H -1.4366 -0.5477 2.9250
71 H 2.3412 2.1850 0.8947
72 H 2.7234 2.8011 2.5158
73 H 2.2944 3.9210 1.2211
74 H 1.4343 -4.4981 -1.9671
75 H 0.4309 -3.3540 -1.0759
76 H 2.0249 -3.8134 -0.4386
77 H 3.6910 0.9825 -0.5454
78 H 2.5618 1.8024 -1.6505
79 H 4.2497 1.5847 -2.1115
80 H 3.0863 -1.4402 2.9549
81 C -0.8696 -0.9244 -3.5246
82 Si -1.6640 -2.0739 -4.8628
83 H 0.2203 -1.0468 -3.5502
84 H -1.3268 -1.2763 -2.5696
85 C -3.4754 -1.6591 -5.1527
86 C -1.4783 -3.8346 -4.2457
87 C -0.9034 -2.0415 -6.5865
88 H -1.4457 -2.7366 -7.2466
89 H 0.1506 -2.3497 -6.5820
90 H -0.9648 -1.0495 -7.0519
91 H -4.0668 -1.8404 -4.2465
92 H -3.9112 -2.2710 -5.9624
93 H -3.5860 -0.6062 -5.4365
94 H -1.6672 -3.8995 -3.1657
95 H -0.4612 -4.2016 -4.4438
96 H -2.1878 -4.4937 -4.7641
97 I -2.3734 -2.3004 -0.2176

Results
HOMO-LUMO gap: 8.231 eV
Total charge: +1
HOMO: -10.8 eV


The following is a DFT calculation (ωB97M-V/def2-TZVPD) of a cluster of 3 separate species, C33H57N4O8P in total in a non-equilibrium geometry.

CARTESIAN COORDINATES (ANGSTROEM)
1 C 3.2536 -2.7812 -0.9557
2 C 1.7048 -2.8602 -1.0306
3 C 1.0351 -3.2179 0.3083
4 C -0.2437 -2.3919 0.5134
5 C -1.4485 -2.9485 -0.2800
6 C -2.0523 -1.9657 -1.3047
7 C -3.5119 -1.5852 -1.0291
8 C -3.8311 -1.0354 0.3690
9 C -3.6413 0.4834 0.4595
10 C -2.1766 0.8273 0.8273
11 C -1.6706 2.1857 0.2914
12 C -0.5436 2.0286 -0.6958
13 C -0.7289 1.8935 -2.0625
14 C -2.0814 1.8900 -2.7346
15 C -2.7435 3.2591 -2.8586
16 C -4.1537 3.1133 -3.4030
17 N -4.1780 2.4116 -4.6901
18 C 0.4057 1.7453 -2.9103
19 C 1.6846 1.7524 -2.3982
20 P 3.1028 1.6416 -3.5276
21 N 4.2363 2.7120 -3.2849
22 C 1.9039 1.8490 -1.0021
23 N 3.1769 1.7811 -0.5325
24 C 3.3000 1.8207 0.7636
25 C 4.6853 1.7485 1.3658
26 C 5.5242 0.6766 0.6976
27 O 5.9685 1.1605 -0.5702
28 C 6.4784 0.2592 -1.3940
29 O 6.1069 -0.8643 -1.4955
30 C 2.1814 1.9538 1.6212
31 N 0.9555 2.0516 1.1941
32 C 0.7869 1.9842 -0.1564
33 H 3.6987 -3.4233 -1.7056
34 H 3.5756 -1.7595 -1.1135
35 H 3.5755 -3.0751 0.0382
36 H 1.3506 -1.8913 -1.3766
37 H 1.3945 -3.5766 -1.7881
38 H 1.7036 -2.9442 1.1210
39 H 0.7998 -4.2770 0.3441
40 H -0.5061 -2.3661 1.5708
41 H 0.0034 -1.3715 0.2284
42 H -2.2230 -3.2270 0.4259
43 H -1.1030 -3.8177 -0.8313
44 H -1.4407 -1.0725 -1.4098
45 H -2.0637 -2.4616 -2.2754
46 H -4.1267 -2.4624 -1.2254
47 H -3.8323 -0.8307 -1.7478
48 H -4.8683 -1.2700 0.6038
49 H -3.2249 -1.4862 1.1526
50 H -3.9171 0.9799 -0.4682
51 H -4.2738 0.9011 1.2390
52 H -1.5186 0.0213 0.5331
53 H -2.1675 0.8736 1.9137
54 H -1.3071 2.7592 1.1343
55 H -2.5036 2.7421 -0.1201
56 H -2.7248 1.1887 -2.2057
57 H -1.9400 1.4907 -3.7345
58 H -2.1376 3.8781 -3.5185
59 H -2.8218 3.7693 -1.9033
60 H -4.7529 2.5903 -2.6486
61 H -4.6157 4.0873 -3.5440
62 H -4.0456 1.4171 -4.5573
63 H -5.0988 2.4994 -5.1008
64 H 0.2242 1.6625 -3.9722
65 H 2.5564 1.7970 -4.8159
66 H 3.5835 0.3210 -3.4250
67 H 4.3428 3.3054 -4.0979
68 H 4.5706 1.4419 2.4035
69 H 5.1883 2.7078 1.2882
70 H 6.3975 0.4347 1.3011
71 H 4.9294 -0.2301 0.6188
72 H 7.3009 0.6190 -2.0121
73 H 2.3471 1.9870 2.6900
74 C -4.8054 -8.8120 1.4863
75 C -5.7501 -7.6684 1.1872
76 O -5.0577 -6.5522 0.6082
77 C -4.8097 -6.6509 -0.6962
78 O -5.1272 -7.5619 -1.4147
79 O -4.1498 -5.5554 -1.0736
80 C -3.7784 -5.5370 -2.4528
81 H -3.9753 -8.4678 2.1043
82 H -5.3300 -9.6088 2.0132
83 H -4.3878 -9.2224 0.5676
84 H -6.1905 -7.2889 2.1073
85 H -6.5633 -7.9825 0.5342
86 H -4.6352 -5.7165 -3.0982
87 H -3.0044 -6.2783 -2.6455
88 H -3.3791 -4.5463 -2.6547
89 C 2.2794 5.9221 3.1601
90 C 3.3847 4.9039 3.3335
91 O 4.4709 5.4297 4.1090
92 C 4.2892 5.4085 5.4281
93 O 3.3274 4.9740 6.0062
94 O 5.3657 5.9449 6.0019
95 C 5.2955 6.0231 7.4274
96 H 2.6789 6.8481 2.7456
97 H 1.5116 5.5364 2.4891
98 H 1.8156 6.1595 4.1170
99 H 3.8114 4.6486 2.3643
100 H 3.0117 3.9861 3.7865
101 H 5.0593 5.0538 7.8602
102 H 4.5511 6.7582 7.7287
103 H 6.2767 6.3421 7.7661

Results
HOMO-LUMO gap: 7.805 eV
Energy relative to the best compared isomer or geometry (same formula, charge and spin): 0.0 kJ/mol
Total charge: 0
SMILES: CCCCCCCCCCCc1c(CCCN)cc([PH2]=N)c2nc(CCOC=O)cnc12.CCOC(=O)OC.CCOC(=O)OC
HOMO: -8.2 eV


The following is a DFT calculation (ωB97M-V/def2-TZVPD) of a structure of composition C33H58As3NPSm in a non-equilibrium geometry.

CARTESIAN COORDINATES (ANGSTROEM)
1 Sm -0.0126 -0.2103 0.6080
2 C 3.8590 -0.0041 -0.3399
3 As 2.1106 0.1519 -1.3742
4 C 2.6490 -1.0567 -2.8581
5 C 2.3387 1.9496 -2.2969
6 C 2.3220 3.2977 -1.5275
7 C 2.7202 4.2592 -2.6558
8 C 0.8780 3.7283 -1.0340
9 As 0.1171 2.8402 0.4554
10 C -1.7633 3.4932 -0.0115
11 C 0.4172 3.9192 2.0049
12 C 3.4520 3.3299 -0.4412
13 As 3.7043 4.8725 0.8400
14 C 2.9652 6.5687 0.0641
15 C 5.6107 5.0726 0.3205
16 H 3.9560 0.3781 0.7454
17 H 4.5918 0.5351 -0.9584
18 H 3.9493 -1.0845 -0.4227
19 H 3.1296 -0.5435 -3.6740
20 H 1.6979 -1.4730 -3.1493
21 H 3.2512 -1.8478 -2.4400
22 H 1.5758 1.9715 -3.1176
23 H 3.3247 1.9328 -2.7890
24 H 1.9858 4.0411 -3.4390
25 H 3.7687 3.9378 -3.0175
26 H 2.7338 5.3062 -2.4073
27 H 0.1294 3.4684 -1.7665
28 H 0.8036 4.8314 -0.8437
29 H -1.6824 4.4232 -0.5494
30 H -2.3035 3.6371 0.9376
31 H -2.3226 2.8233 -0.6966
32 H -0.1505 4.8921 1.9011
33 H 1.4266 4.0975 2.3204
34 H -0.0525 3.4174 2.8914
35 H 4.4495 3.2168 -0.9505
36 H 3.2837 2.5549 0.2612
37 H 2.0622 6.7161 0.6583
38 H 2.7230 6.5163 -0.9403
39 H 3.6190 7.4270 0.2711
40 H 5.8172 6.1080 0.0993
41 H 5.9313 4.4840 -0.5451
42 H 6.2386 4.7431 1.1192
43 C -4.3400 -1.7442 -2.0164
44 C -3.5048 -0.5749 -1.4480
45 C -2.2125 -0.2690 -2.2214
46 P -2.9618 -0.6159 0.3110
47 C -4.3367 0.2150 1.2395
48 C -3.8108 1.4062 1.9937
49 C -5.6817 0.4571 0.4554
50 C -3.0985 -2.3044 0.7919
51 C -4.3649 -2.9277 1.0139
52 C -4.4102 -4.2678 1.5155
53 C -5.6911 -4.9155 1.9830
54 C -3.2125 -4.9966 1.6390
55 C -1.9851 -4.4196 1.3718
56 C -1.9555 -3.0389 1.0357
57 N -0.7385 -2.3700 0.8783
58 C 0.5517 -2.9812 0.8609
59 C 1.5596 -2.6076 1.8140
60 C 1.3881 -1.5833 2.9359
61 C 2.9095 -3.1445 1.6914
62 C 3.1775 -4.1279 0.7739
63 C 4.4575 -4.8357 0.8067
64 C 2.2139 -4.4504 -0.1822
65 C 0.9619 -3.7858 -0.2744
66 C 0.0257 -3.9550 -1.4434
67 H -4.9713 -1.4766 -2.8925
68 H -4.9748 -2.0336 -1.1885
69 H -3.5699 -2.4711 -2.2875
70 H -4.0774 0.3920 -1.5329
71 H -1.3354 -0.6394 -1.6475
72 H -2.0704 0.8270 -2.2223
73 H -2.0799 -0.5919 -3.2361
74 H -4.5385 -0.5339 2.0549
75 H -4.4142 2.2936 1.6883
76 H -2.7953 1.6680 1.7699
77 H -3.9323 1.2794 3.0597
78 H -5.5689 1.3168 -0.1362
79 H -6.3973 0.7393 1.2593
80 H -5.9213 -0.4822 -0.1368
81 H -5.2733 -2.4932 0.6801
82 H -6.2995 -5.4370 1.2013
83 H -6.3148 -4.0723 2.2983
84 H -5.4645 -5.5686 2.8236
85 H -3.2734 -6.0257 1.9196
86 H -1.0355 -4.9759 1.3023
87 H 0.9546 -1.9983 3.8599
88 H 0.8065 -0.7049 2.6194
89 H 2.3496 -1.1678 3.2335
90 H 3.6727 -2.6679 2.3242
91 H 5.0290 -4.4691 1.7173
92 H 5.1132 -4.5979 -0.0375
93 H 4.3496 -5.9648 0.9631
94 H 2.5076 -5.1722 -0.9102
95 H 0.5480 -3.6691 -2.3695
96 H -0.8677 -3.2608 -1.3988
97 H -0.4011 -4.9263 -1.5561

Results
Spin multiplicity: 6
HOMO-LUMO gap (spin up / spin down): 5.445 / 6.461 eV
Total charge: +2
HOMO (spin up / spin down): -12.3 / -12.3 eV


It is found that the molar mass values, taken in the order of the records, are 845.70; 807.73; 668.81; 874.93 g/mol.